(A)
Entry from the OMol25 dataset: a 2-piece molecular cluster, CH4INS overall (ωB97M-V/def2-TZVPD).

## Properties
- SMILES: CN=S.I
- HOMO energy (spin up / spin down): -8.6 / -8.6 eV
- Frontier orbital gap (spin up / spin down): 7.22 / 7.22 eV
- E_LUMO (spin up / spin down): -1.426 / -1.425 eV

CARTESIAN COORDINATES (ANGSTROEM)
C  -1.03  0.35  0.20
N  -0.05  -0.64  -0.27
S  -0.15  -2.16  0.09
H  -1.09  1.24  -0.59
H  -2.07  -0.08  0.13
H  -0.51  0.94  1.02
I  2.93  0.66  0.09
H  1.98  -0.32  -0.68

=====

(B)
Entry from the OMol25 dataset: one molecule with the formula CH4INS (ωB97M-V/def2-TZVPD).

## Properties
- SMILES: CN(S)I
- HOMO energy (spin up / spin down): -8.4 / -8.4 eV
- Frontier orbital gap (spin up / spin down): 7.06 / 7.07 eV
- E_LUMO (spin up / spin down): -1.334 / -1.334 eV

CARTESIAN COORDINATES (ANGSTROEM)
C  -0.06  -0.36  0.67
N  0.87  0.42  -0.06
S  0.75  2.17  0.05
I  3.11  -0.15  0.00
H  -0.08  -1.45  0.42
H  -0.21  -0.33  1.77
H  -1.07  0.01  0.29
H  1.76  2.32  -0.88

=====

(C)
Entry from the OMol25 dataset: CH4INS as an isolated structure (ωB97M-V/def2-TZVPD).

## Properties
- HOMO energy: -8.8 eV
- Frontier orbital gap: 8.57 eV
- E_LUMO: -0.224 eV

CARTESIAN COORDINATES (ANGSTROEM)
C  0.57  0.88  0.26
N  -0.48  -0.13  -0.35
S  0.05  -1.74  0.17
I  -2.42  0.37  0.03
H  0.54  1.84  -0.28
H  0.32  0.76  1.35
H  1.40  0.32  0.01
H  0.03  -2.30  -1.18

=====

Result of the stability comparison: (C) is the most stable of them.

=====

(A)
Entry from the OMol25 dataset: one molecule with the formula C21H31N3O4 (ωB97M-V/def2-TZVPD).

## Properties
- SMILES: CCOC(=O)CNC(=O)N1CCC(CCC(=O)N(C)Cc2ccccc2)CC1
- HOMO energy: -9.0 eV
- Frontier orbital gap: 9.65 eV
- E_LUMO: 0.638 eV

CARTESIAN COORDINATES (ANGSTROEM)
C  0.77  3.42  0.54
C  0.11  3.76  -0.79
O  -1.31  3.66  -0.71
C  -1.84  2.44  -0.82
O  -1.21  1.44  -1.03
C  -3.36  2.47  -0.68
N  -3.89  1.13  -0.74
C  -3.98  0.45  0.46
O  -4.05  1.05  1.52
N  -4.10  -0.91  0.39
C  -3.73  -1.69  -0.77
C  -2.20  -1.83  -0.83
C  -1.67  -2.49  0.45
C  -0.14  -2.39  0.51
C  0.60  -3.17  -0.58
C  2.07  -2.80  -0.54
O  2.89  -3.53  -0.02
N  2.43  -1.61  -1.09
C  1.56  -0.66  -1.73
C  3.80  -1.16  -0.92
C  3.87  0.03  0.00
C  4.48  1.22  -0.39
C  4.53  2.30  0.47
C  3.96  2.22  1.73
C  3.34  1.04  2.12
C  3.30  -0.04  1.27
C  -2.25  -1.80  1.69
C  -3.77  -1.63  1.61
H  0.55  2.39  0.82
H  0.39  4.08  1.32
H  1.84  3.54  0.46
H  0.47  3.09  -1.57
H  0.30  4.80  -1.07
H  -3.79  3.09  -1.47
H  -3.62  2.89  0.30
H  -3.56  0.61  -1.53
H  -4.13  -1.25  -1.68
H  -4.19  -2.68  -0.66
H  -1.94  -2.43  -1.71
H  -1.75  -0.84  -0.94
H  -1.96  -3.54  0.46
H  0.20  -2.75  1.48
H  0.13  -1.33  0.44
H  0.53  -4.24  -0.37
H  0.18  -2.98  -1.56
H  0.68  -1.14  -2.14
H  2.11  -0.19  -2.56
H  1.24  0.13  -1.05
H  4.23  -0.91  -1.90
H  4.36  -1.99  -0.49
H  4.93  1.29  -1.37
H  5.02  3.21  0.16
H  4.00  3.06  2.40
H  2.89  0.97  3.10
H  2.83  -0.96  1.58
H  -1.98  -2.37  2.58
H  -1.81  -0.80  1.78
H  -4.13  -1.05  2.46
H  -4.27  -2.60  1.60

=====

(B)
Entry from the OMol25 dataset: one molecule with the formula C21H31N3O4 (ωB97M-V/def2-TZVPD).

## Properties
- SMILES: COc1ccc(C(=O)N2CCN(C)[C@H](C)C2)cc1OC1CCN(C(C)=O)CC1
- HOMO energy: -8.4 eV
- Frontier orbital gap: 8.95 eV
- E_LUMO: 0.515 eV

CARTESIAN COORDINATES (ANGSTROEM)
C  2.90  4.23  -1.31
O  2.76  3.01  -0.61
C  1.50  2.59  -0.26
C  0.35  3.29  -0.59
C  -0.90  2.84  -0.18
C  -1.02  1.68  0.56
C  -2.36  1.27  1.08
O  -3.04  2.05  1.73
N  -2.76  0.00  0.83
C  -2.17  -0.92  -0.11
C  -3.15  -1.21  -1.25
N  -4.41  -1.69  -0.70
C  -5.30  -2.20  -1.72
C  -5.02  -0.74  0.21
C  -5.47  0.59  -0.41
C  -4.02  -0.48  1.35
C  0.13  0.97  0.88
C  1.39  1.40  0.48
O  2.42  0.61  0.92
C  3.63  0.48  0.18
C  4.46  -0.57  0.94
C  4.45  -1.93  0.23
N  3.13  -2.24  -0.27
C  2.48  -3.33  0.20
C  1.09  -3.57  -0.35
O  2.99  -4.09  1.00
C  2.56  -1.31  -1.22
C  3.36  0.00  -1.25
H  2.41  4.18  -2.29
H  3.97  4.36  -1.45
H  2.50  5.07  -0.74
H  0.41  4.20  -1.15
H  -1.78  3.41  -0.43
H  -1.94  -1.85  0.41
H  -1.25  -0.49  -0.53
H  -3.27  -0.31  -1.87
H  -2.74  -2.00  -1.88
H  -4.83  -3.06  -2.19
H  -6.23  -2.52  -1.26
H  -5.53  -1.46  -2.51
H  -5.90  -1.24  0.64
H  -6.00  1.18  0.34
H  -6.15  0.42  -1.25
H  -4.62  1.17  -0.75
H  -3.84  -1.41  1.89
H  -4.41  0.28  2.04
H  0.08  0.08  1.49
H  4.16  1.44  0.15
H  4.01  -0.68  1.93
H  5.48  -0.23  1.06
H  5.16  -1.92  -0.61
H  4.73  -2.72  0.92
H  0.42  -2.78  -0.02
H  1.10  -3.59  -1.44
H  0.73  -4.52  0.03
H  2.54  -1.75  -2.23
H  1.53  -1.08  -0.93
H  2.79  0.75  -1.80
H  4.31  -0.14  -1.76

=====

Result of the stability comparison: (A) is the most stable of them.

=====

(A)
Entry from the OMol25 dataset: one molecule with the formula C22H25N3O4 (ωB97M-V/def2-TZVPD).

## Properties
- SMILES: COc1ccc(OC)c([C@H]2NC(=O)NC(C)=C2C(=O)Nc2ccc(C)cc2C)c1
- HOMO energy: -8.0 eV
- Frontier orbital gap: 8.55 eV
- E_LUMO: 0.547 eV

CARTESIAN COORDINATES (ANGSTROEM)
C  -3.93  0.30  1.67
O  -3.10  -0.46  2.53
C  -2.03  -1.11  1.99
C  -1.25  -1.84  2.87
C  -0.14  -2.54  2.43
C  0.21  -2.51  1.09
O  1.29  -3.17  0.55
C  2.12  -3.91  1.41
C  -0.56  -1.76  0.19
C  -0.17  -1.76  -1.28
N  -0.53  -3.03  -1.88
C  -1.71  -3.29  -2.48
O  -2.12  -4.40  -2.73
N  -2.40  -2.16  -2.87
C  -1.89  -0.88  -2.82
C  -2.67  0.11  -3.62
C  -0.80  -0.62  -2.06
C  -0.21  0.73  -1.94
O  -0.40  1.62  -2.75
N  0.57  0.88  -0.83
C  1.30  1.99  -0.39
C  1.46  3.13  -1.18
C  2.20  4.20  -0.72
C  2.79  4.17  0.54
C  3.60  5.32  1.05
C  2.62  3.03  1.32
C  1.89  1.94  0.88
C  1.74  0.74  1.77
C  -1.68  -1.08  0.65
H  -3.38  1.11  1.19
H  -4.70  0.72  2.31
H  -4.39  -0.34  0.90
H  -1.53  -1.86  3.92
H  0.44  -3.10  3.14
H  2.90  -4.32  0.78
H  2.57  -3.28  2.18
H  1.57  -4.73  1.89
H  0.92  -1.69  -1.35
H  -0.03  -3.84  -1.52
H  -3.22  -2.33  -3.43
H  -2.57  -0.12  -4.68
H  -3.72  0.06  -3.36
H  -2.29  1.12  -3.45
H  0.56  0.12  -0.16
H  1.01  3.16  -2.16
H  2.32  5.07  -1.35
H  3.50  6.19  0.40
H  4.65  5.05  1.10
H  3.28  5.60  2.05
H  3.07  3.00  2.30
H  2.16  -0.15  1.30
H  2.27  0.90  2.70
H  0.69  0.54  2.00
H  -2.26  -0.52  -0.07

=====

(B)
Entry from the OMol25 dataset: one molecule with the formula C22H25N3O4 (ωB97M-V/def2-TZVPD).

## Properties
- SMILES: CCCCN1C(=O)/C(=C/c2ccc(N(C)C)cc2)C(=O)N(Cc2ccco2)C1=O
- HOMO energy: -7.8 eV
- Frontier orbital gap: 7.30 eV
- E_LUMO: -0.533 eV

CARTESIAN COORDINATES (ANGSTROEM)
C  -0.55  5.33  2.29
C  0.51  4.24  2.33
C  0.30  3.24  3.47
C  -0.96  2.38  3.32
N  -0.92  1.58  2.10
C  -0.13  0.44  2.12
O  0.47  0.14  3.13
C  -0.08  -0.36  0.88
C  0.58  -1.56  1.04
C  0.85  -2.71  0.26
C  1.57  -3.75  0.89
C  1.88  -4.92  0.25
C  1.50  -5.14  -1.08
N  1.81  -6.29  -1.73
C  1.30  -6.56  -3.05
C  2.68  -7.27  -1.11
C  0.79  -4.10  -1.72
C  0.48  -2.93  -1.08
C  -0.69  0.18  -0.33
O  -0.57  -0.28  -1.45
N  -1.46  1.32  -0.16
C  -2.09  1.91  -1.34
C  -1.28  3.07  -1.85
C  -1.21  4.36  -1.42
C  -0.24  4.99  -2.24
C  0.21  4.03  -3.09
O  -0.42  2.86  -2.86
C  -1.66  2.01  1.02
O  -2.44  2.93  1.10
H  -0.62  5.83  3.26
H  -0.29  6.08  1.54
H  -1.52  4.92  2.04
H  0.53  3.71  1.37
H  1.50  4.70  2.46
H  0.22  3.78  4.41
H  1.16  2.57  3.53
H  -1.03  1.70  4.16
H  -1.86  3.00  3.26
H  0.96  -1.65  2.06
H  1.87  -3.62  1.92
H  2.42  -5.68  0.80
H  0.22  -6.40  -3.09
H  1.78  -5.93  -3.80
H  1.49  -7.60  -3.31
H  2.18  -7.78  -0.28
H  3.59  -6.80  -0.74
H  2.96  -8.02  -1.85
H  0.49  -4.21  -2.75
H  -0.05  -2.16  -1.61
H  -3.09  2.24  -1.06
H  -2.12  1.13  -2.11
H  -1.79  4.80  -0.63
H  0.08  6.01  -2.19
H  0.93  4.05  -3.88

=====

Result of the stability comparison: (A) is the most stable of them.